This record from the OMol25 dataset describes a molecular structure, C5H8FO4Sc in a non-equilibrium geometry. The level of theory is wB97M-V/def2-TZVPD.

Last column: Mulliken spin population.
Element x y z (Å)
O -0.60 -0.63 1.05  -0.0387
C -1.94 -0.40 0.95  -0.0184
C -2.08 0.96 0.27  0.0130
O -0.92 1.67 0.67  0.0156
C 0.21 0.92 0.49  -0.1048
O 0.51 0.83 -0.82  0.0030
O 1.13 1.05 1.35  0.0038
C 1.76 0.24 -1.20  0.0077
H -2.96 1.51 0.60  0.0010
F -2.52 -0.32 2.23  -0.0005
H -2.47 -1.21 0.43  0.0041
H -2.09 0.82 -0.82  -0.0011
H 1.98 0.68 -2.18  0.0009
H 2.53 0.55 -0.49  0.0025
C 1.68 -1.27 -1.30  0.0026
H 2.63 -1.65 -1.70  0.0009
H 1.54 -1.73 -0.31  0.0021
H 0.87 -1.58 -1.97  -0.0003
Sc 0.72 -0.43 2.77  1.1066

## Properties
**E_LUMO (alpha / beta)**: -5.4 / -5.6 eV
**Kohn-Sham gap (alpha / beta)**: 7.20 / 8.77 eV
**Charge**: +1
**2S+1**: 2
**E**: -1356.62005 Eh
**HOMO energy (alpha / beta)**: -12.6 / -14.4 eV

This record from the OMol25 dataset describes a gas-phase ion, C4H9N2 (charge +1) in a non-equilibrium geometry. The level of theory is wB97M-V/def2-TZVPD.

Last column: Löwdin charge in e.
Element x y z (Å)
C 0.20 -1.34 -0.06  -0.0705
C -1.74 0.81 -0.84  -0.0126
C -1.61 0.12 0.47  -0.0710
C 2.21 0.16 0.29  -0.0071
N -0.73 -0.78 0.79  0.0603
N 1.38 -0.93 -0.19  -0.0093
H -2.34 0.18 -1.49  0.1072
H -2.30 1.73 -0.75  0.0933
H -2.36 0.39 1.17  0.1294
H -0.71 0.95 -1.26  0.0978
H 1.79 0.96 -0.34  0.1068
H 1.97 0.52 1.24  0.0730
H 3.28 0.11 0.14  0.1071
H -0.92 -1.37 1.69  0.2354
H 1.89 -1.51 -0.86  0.1601

## Properties
**E_LUMO (alpha / beta)**: -4.3 / -4.3 eV
**Kohn-Sham gap (alpha / beta)**: 8.88 / 8.88 eV
**Charge**: +1
**E**: -266.96479 Eh
**HOMO energy (alpha / beta)**: -13.1 / -13.1 eV